(1)
ORCA calculation (ωB97M-V/def2-TZVPD) on the ion C3ClO2 with charge -1.

Summary:
Spin multiplicity = 1
Net charge = -1
Energy above the lowest of the compared OMol25 structures with the same formula, charge and spin = 298.6 kJ/mol

Structure (XYZ):
```
6
Properties=species:S:1:pos:R:3:forces:R:3:nbo_charge:R:1
Cl -2.75087 -0.76860 0.37959 0.21 0.26 0.82 0.0236
O 1.07136 -0.39556 0.76430 -1.12 1.04 -1.20 -0.7412
O 1.27280 1.46058 -0.49914 -0.90 0.42 0.06 -0.6749
C -1.32628 -0.11184 -0.21893 -3.57 -0.86 -0.22 -0.2191
C 0.73257 0.44841 -0.10139 3.36 -1.38 0.91 0.8248
C -0.57935 -0.05395 -1.18182 2.04 0.52 -0.37 -0.2133
```
Positions in Å, forces in eV/Å.

***

(2)
ORCA calculation (ωB97M-V/def2-TZVPD) on the ion C3F4O4P with charge +1.

Summary:
Spin multiplicity = 1
Net charge = +1
Energy above the lowest of the compared OMol25 structures with the same formula, charge and spin = 0.0 kJ/mol

Structure (XYZ):
```
12
Properties=species:S:1:pos:R:3:forces:R:3:nbo_charge:R:1
P 0.11513 -0.50684 0.48166 -1.39 0.62 0.82 2.1529
F -2.11236 -1.33972 -0.98146 -0.69 0.70 -0.40 -0.2369
F -1.20321 -2.70340 0.41828 0.31 0.08 -1.86 -0.2940
F -0.31744 -2.27851 -1.61779 0.70 -0.92 -0.74 -0.2316
F 0.20581 -0.93895 1.96105 -0.42 -0.18 -1.20 -0.4737
O 1.50466 0.03048 0.13475 0.67 0.66 -0.99 -0.8251
O -0.22539 3.11031 0.47025 0.14 -1.71 -0.12 -0.3229
O -0.74213 0.86129 0.45745 0.30 -0.46 0.25 -0.7400
O 2.27676 2.09556 -0.77964 -1.63 -1.22 1.32 -0.2858
C 0.08354 1.97958 0.30068 -1.18 2.10 0.21 0.6482
C 1.41531 1.54943 -0.20348 2.69 0.09 -1.36 0.6902
C -1.00068 -1.85923 -0.64175 0.51 0.24 4.08 0.9188
```
Positions in Å, forces in eV/Å.

***

(3)
ORCA calculation (ωB97M-V/def2-TZVPD) on a structure of composition C3GdO2.

Summary:
Spin multiplicity = 9
Expectation value of S² = 20.204
Electronic energy = -28030.040 eV

Structure (XYZ):
```
6
Properties=species:S:1:pos:R:3:forces:R:3:lowdin_charge:R:1
Gd 3.26158 0.23983 0.17267 -2.62 -0.35 -0.27 1.4447
O 0.07656 -1.26465 -0.01784 2.90 0.79 -0.27 -0.1112
O -0.18633 0.91598 -0.05439 1.10 1.28 -0.14 -0.2464
C -2.27190 -0.37603 0.00557 -0.46 0.42 0.01 -0.0515
C -1.53971 0.66441 -0.01379 0.85 -0.66 -0.02 -0.3771
C 0.65980 -0.17955 -0.09222 -1.77 -1.47 0.69 -0.6586
```
Positions in Å, forces in eV/Å.

***

(4)
ORCA calculation (ωB97M-V/def2-TZVPD) on a structure of composition C3H10AlF6O3P.

Summary:
Spin multiplicity = 2
Net charge = +1
Expectation value of S² = 1.760
Electronic energy = -41595.978 eV

Structure (XYZ):
```
24
Properties=species:S:1:pos:R:3:forces:R:3:nbo_charge:R:1
P -30.75191 1.17462 -0.56216 0.62 -3.82 0.77 2.5894
Al -29.48863 5.36178 -0.54708 0.44 -0.53 0.41 0.9540
F -30.01128 2.53672 -1.01995 0.46 2.39 0.41 -0.6318
F -29.54694 0.80462 0.47234 -0.75 1.19 -0.44 -0.5703
F -31.65892 1.98942 0.51870 0.96 0.34 -0.16 -0.5894
F -31.90531 1.50015 -1.66000 -0.71 0.36 -0.60 -0.6156
F -29.85214 0.51277 -1.80310 -1.23 -0.34 1.13 -0.5868
F -31.49260 -0.20584 -0.06865 0.60 1.25 -1.43 -0.5593
O -31.54450 4.31594 -2.45953 0.43 0.79 -1.72 -0.2852
O -27.31670 3.86610 0.72757 -0.21 0.17 -0.15 -0.4392
O -31.53122 7.44899 -0.67429 0.11 -0.31 -0.07 -0.4076
C -32.10028 4.38832 -3.73445 -1.14 1.70 0.76 0.0814
C -33.61003 4.41465 -3.63690 -1.10 -0.99 -0.06 -0.6599
C -31.45765 3.23499 -4.54868 1.60 -2.27 -0.13 -0.5644
H -34.02349 4.64294 -4.61926 0.13 -0.13 -0.11 0.2756
H -34.03999 3.47008 -3.30369 0.11 -0.38 -0.25 0.2635
H -31.76817 5.29164 -4.24612 0.66 0.14 0.28 0.2547
H -30.38224 3.36992 -4.43294 -0.01 0.23 -0.39 0.2511
H -34.05384 5.12093 -2.93527 0.69 0.46 0.04 0.2514
H -32.05809 3.67600 -1.96122 -0.52 -1.50 1.09 0.5446
H -27.17106 3.21259 1.43907 -0.09 -0.05 -0.03 0.4550
H -31.74674 3.16233 -5.59713 -0.38 0.89 0.08 0.2834
H -31.61246 2.24092 -4.12920 -0.55 0.16 0.47 0.2801
H -32.39714 7.02753 -0.83888 -0.13 0.24 0.11 0.4251
```
Positions in Å, forces in eV/Å.

***

(5)
ORCA calculation (ωB97M-V/def2-TZVPD) on the ion C3H10BN2O2 with charge -1.

Summary:
Spin multiplicity = 1
Net charge = -1
Electronic energy = -11025.046 eV

Structure (XYZ):
```
18
Properties=species:S:1:pos:R:3:forces:R:3:nbo_charge:R:1
O 0.53831 -2.51744 -1.52348 0.83 -0.12 -0.06 -0.9509
O 2.32441 -1.88644 -0.12219 -0.01 0.10 -0.50 -0.9268
N -1.35268 -0.95190 0.22652 0.24 0.15 -0.14 -0.6883
N -1.50771 0.43917 0.57614 -0.05 -0.09 -0.09 -0.5288
C -0.06797 -1.41926 0.74659 -0.20 0.37 -0.01 -0.6562
C 0.27484 2.15685 0.16323 0.04 -0.01 -0.02 -0.6163
C -0.93180 1.38975 -0.38094 -0.15 0.18 -0.06 -0.2677
B 0.93939 -1.92888 -0.32989 0.03 -0.07 -0.05 1.1360
H 0.97028 1.47534 0.65819 -0.01 0.00 -0.06 0.1978
H 2.54840 -1.11226 0.39926 -0.08 -0.24 0.45 0.4802
H 0.13136 -1.86470 -2.09784 -0.70 -0.03 0.28 0.4971
H -1.70071 2.12873 -0.66426 0.06 0.00 -0.02 0.1473
H 0.41177 -0.63524 1.36439 0.00 -0.12 0.10 0.1654
H -0.03714 2.89908 0.90304 0.02 -0.08 0.02 0.1881
H -0.65894 0.84586 -1.29796 0.00 -0.05 0.07 0.1587
H -2.50808 0.58845 0.56232 0.00 -0.03 0.09 0.3285
H 0.80839 2.68150 -0.63830 -0.02 0.00 0.02 0.1780
H -0.18213 -2.28862 1.45520 0.01 0.04 -0.02 0.1579
```
Positions in Å, forces in eV/Å.

***

(6)
ORCA calculation (ωB97M-V/def2-TZVPD) on a cluster of 2 separate species, C3H10BrNSi in total.

Summary:
Spin multiplicity = 1
Energy above the lowest of the compared OMol25 structures with the same formula, charge and spin = 262.0 kJ/mol

Structure (XYZ):
```
16
Properties=species:S:1:pos:R:3:forces:R:3:nbo_charge:R:1
Br 1.56874 3.10397 0.56244 0.10 0.10 0.15 -0.3303
Si 1.00647 2.81136 -1.55617 -0.53 -0.86 0.54 0.6837
N -0.42215 -0.47729 -0.42569 -0.43 0.53 -0.25 -0.2417
C -1.39466 -0.88458 1.77385 0.19 0.08 -0.29 -0.5964
C 0.19556 -1.48874 -1.19538 0.33 -0.31 -0.28 -0.4824
C -0.14343 -0.50781 0.96157 0.17 0.04 0.82 -0.2898
H -1.69648 -1.90369 1.54640 -0.10 -0.10 0.03 0.2010
H 0.23856 -1.17789 -2.24160 0.01 -0.14 0.02 0.2066
H 0.67970 -1.19277 1.22782 -0.04 0.11 -0.04 0.1604
H 0.22729 3.95254 -1.99299 -0.03 0.51 -0.29 -0.1730
H 2.19293 2.44169 -2.30406 0.44 0.16 -0.36 -0.1761
H -0.41218 -2.40849 -1.15030 0.03 0.05 0.00 0.2149
H 0.14286 0.50838 1.27706 0.04 -0.18 -0.11 0.2168
H 1.20458 -1.75973 -0.84378 -0.09 0.04 -0.04 0.1808
H -1.17611 -0.80552 2.83566 -0.01 -0.03 0.10 0.2109
H -2.21167 -0.21142 1.52517 -0.07 0.01 0.01 0.2147
```
Positions in Å, forces in eV/Å.